one:
# C3H3FN2S

The molecule C3H3FN2S (ωB97M-V/def2-TZVPD, the OMol25 dataset).

Geometry as XYZ:
```
10
Properties=species:S:1:pos:R:3:nbo_charge:R:1
F 2.66604 -0.76795 -0.07761 -0.2816
C 1.51617 -0.12433 -0.02822 0.5056
C 1.17472 1.23226 -0.05551 -0.1846
N -0.19577 1.28343 0.09187 -0.5451
C -0.75680 0.02110 0.06532 0.2193
S -2.36339 -0.33949 -0.07040 -0.2495
N 0.33037 -0.83853 0.16627 -0.5801
H 1.79045 2.13132 -0.07090 0.2389
H -0.73768 2.14900 0.03211 0.4383
H 0.22036 -1.82533 0.16709 0.4387
```

Output
gap between HOMO and LUMO	8.46	eV
LUMO	0.71	eV
SMILES string	Fc1c[nH]c(=S)[nH]1
highest occupied orbital energy	-7.76	eV



two:
# C3H3FN2S

The molecule C3H3FN2S (ωB97M-V/def2-TZVPD, the OMol25 dataset).

Geometry as XYZ:
```
10
Properties=species:S:1:pos:R:3:nbo_charge:R:1
F -0.49981 2.18128 1.08468 -0.2790
C -0.21295 1.09249 0.42093 0.5152
C 0.41651 0.92821 -0.74294 -0.1973
N 0.53864 -0.49138 -0.92009 -0.5484
C -0.12287 -1.11319 0.08391 0.2707
S -0.59985 -2.75151 0.27515 -0.3117
N -0.44100 -0.13565 1.01083 -0.5829
H 0.85617 1.62319 -1.48285 0.2448
H 0.91874 -1.06437 -1.64573 0.4427
H -0.85357 -0.26907 1.91610 0.4459
```

Output
gap between HOMO and LUMO	8.57	eV
LUMO	0.68	eV
SMILES string	Fc1c[nH]c(=S)[nH]1
highest occupied orbital energy	-7.89	eV



Pick one: it beats the second-best structure by 0.065 eV.